--- i ---
This record from OMol25 describes an isolated molecule of C9H8N4. The level of theory is wB97M-V/def2-TZVPD.

Geometry as XYZ:
```
21
Properties=species:S:1:pos:R:3:mulliken_charge:R:1
N 2.094 3.874 0.257 -0.848
N 0.102 -2.091 0.215 -0.528
N -1.878 -0.902 -0.159 -0.606
C 1.495 2.701 0.125 0.940
C 1.880 1.654 1.052 -0.432
C 0.495 2.471 -0.813 -0.660
C 1.223 0.445 1.009 -0.392
C -0.193 1.272 -0.826 -0.079
C -0.588 -0.931 0.131 0.376
C -0.600 -3.176 -0.113 -0.116
C -2.575 -2.006 -0.442 -0.179
C -1.935 -3.188 -0.396 -0.384
N 0.181 0.286 0.069 0.183
H 2.855 3.942 0.947 0.189
H 2.715 1.924 1.748 0.209
H 0.243 3.262 -1.498 0.401
H 1.470 -0.362 1.660 0.371
H -0.888 1.014 -1.602 0.377
H -0.043 -4.115 -0.160 0.376
H -3.639 -1.957 -0.598 0.412
H -2.415 -4.116 -0.606 0.389
```

## Properties
E_LUMO (eV): 0.18
Total charge: 0
Multiplicity: 1
Orbital gap (eV): 7.806


--- ii ---
This record from OMol25 describes a cluster of 2 separate species, C9H8N4 in total. The level of theory is wB97M-V/def2-TZVPD.

Geometry as XYZ:
```
21
Properties=species:S:1:pos:R:3:mulliken_charge:R:1
C -0.027 2.522 -0.452 0.371
C -0.089 1.456 -2.429 -0.253
C 0.198 0.237 -1.767 -0.686
C 0.314 0.380 -0.287 0.663
C 0.396 -0.949 0.498 0.736
C 0.856 -0.981 1.788 -0.688
C 0.351 -2.108 2.285 -0.107
C -0.694 -3.236 0.487 -0.482
C -0.191 -2.078 -0.252 -0.125
H -1.709 4.202 -0.379 0.303
H -0.008 3.555 1.297 0.309
H -0.291 1.355 -3.462 0.429
H 0.598 -0.643 -2.282 0.442
H 1.175 -0.124 2.266 0.483
H 0.565 -2.323 3.459 0.242
H -1.103 -4.143 0.219 0.457
H -0.127 -1.770 -1.364 0.037
N 0.029 3.778 0.164 -0.625
N -0.255 2.641 -1.856 -0.518
N 0.332 1.420 0.375 -0.439
N -0.319 -3.192 1.693 -0.548
```

## Properties
E_LUMO (eV): -1.83
Total charge: 0
Multiplicity: 1
Orbital gap (eV): 6.682


The most stable of them is i.


--- i ---
This record from OMol25 describes a cluster of 2 separate species, ClF3Si in total. The level of theory is wB97M-V/def2-TZVPD.

Geometry as XYZ:
```
5
Properties=species:S:1:pos:R:3:mulliken_charge:R:1
F -0.178 0.692 1.686 -0.187
F -1.647 0.505 -0.393 -0.174
F -0.525 -1.612 0.432 -0.210
Si -0.355 -0.031 0.301 0.704
Cl 2.705 0.445 -2.025 -0.133
```

## Properties
E_LUMO (alpha / beta) (eV): -2.52 / -3.97
Total charge: 0
Multiplicity: 1
Orbital gap (alpha / beta) (eV): 9.392 / 6.049


--- ii ---
This record from OMol25 describes a cluster of 2 separate species, ClF3Si in total. The level of theory is wB97M-V/def2-TZVPD.

Geometry as XYZ:
```
5
Properties=species:S:1:pos:R:3:mulliken_charge:R:1
F 0.488 0.947 -1.383 -0.234
F 1.451 0.571 1.036 -0.138
F 0.737 -1.506 -0.025 -0.222
Si 0.390 0.084 0.014 0.825
Cl -3.065 -0.095 0.359 -0.230
```

## Properties
E_LUMO (alpha / beta) (eV): -2.93 / -3.87
Total charge: 0
Multiplicity: 1
Orbital gap (alpha / beta) (eV): 8.611 / 6.687


The most stable of them is ii.


--- i ---
This record from OMol25 describes a cluster of 2 separate species, C2H9O2 in total. The level of theory is wB97M-V/def2-TZVPD.

Geometry as XYZ:
```
13
Properties=species:S:1:pos:R:3:mulliken_charge:R:1
O 1.708 1.820 -0.157 -0.630
H 0.105 -0.341 -1.700 0.410
H 2.522 1.562 0.336 0.388
H 1.986 2.486 -0.829 0.384
C -0.401 -0.277 0.459 -0.094
O 0.402 -0.044 -0.813 -0.403
C -1.420 -1.422 0.359 -0.998
H -0.918 0.771 0.831 0.291
H 0.250 -0.620 1.242 0.262
H 1.084 0.858 -0.876 0.438
H -1.198 -2.340 0.851 0.306
H -1.841 -1.453 -0.632 0.326
H -2.281 -0.999 0.928 0.321
```

## Properties
E_LUMO (eV): -3.79
Total charge: +1
Multiplicity: 1
Orbital gap (eV): 12.487


--- ii ---
This record from OMol25 describes a cluster of 2 separate species, C2H9O2 in total. The level of theory is wB97M-V/def2-TZVPD.

Geometry as XYZ:
```
13
Properties=species:S:1:pos:R:3:mulliken_charge:R:1
O -2.650 1.133 -1.089 -0.658
H -1.032 0.032 -0.583 0.389
H -3.170 1.875 -0.779 0.333
H -3.259 0.512 -1.332 0.310
C 1.250 0.202 -0.049 0.041
O -0.186 -0.515 -0.505 -0.395
C 1.676 -0.732 1.065 -1.107
H 1.587 0.358 -1.105 0.285
H 0.865 1.078 0.394 0.264
H -0.470 -1.045 0.239 0.428
H 1.497 -1.781 0.778 0.375
H 2.716 -0.691 0.980 0.364
H 1.176 -0.426 1.987 0.370
```

## Properties
E_LUMO (eV): -3.76
Total charge: +1
Multiplicity: 1
Orbital gap (eV): 12.624


The most stable of them is i.


--- i ---
This record from OMol25 describes a structure of composition C3H6N3. The level of theory is wB97M-V/def2-TZVPD.

Geometry as XYZ:
```
12
Properties=species:S:1:pos:R:3:mulliken_charge:R:1
C -0.227 -1.082 -0.036 -0.129
C 0.525 0.638 1.650 -0.802
C -0.478 -0.180 -1.993 -0.102
N 0.214 0.256 0.308 0.536
N 0.300 1.040 -0.663 -0.469
N -0.589 -1.235 -1.206 -0.197
H -0.349 -1.915 0.601 0.406
H 1.401 0.138 2.041 0.382
H -0.173 0.234 2.464 0.319
H 0.854 1.592 1.713 0.398
H 0.011 0.144 -2.878 0.346
H -1.488 0.369 -2.001 0.310
```

## Properties
E_LUMO (eV): -6.02
Total charge: +1
Multiplicity: 1
Orbital gap (eV): 9.976


--- ii ---
This record from OMol25 describes the ion C3H6N3 with charge +1. The level of theory is wB97M-V/def2-TZVPD.

Geometry as XYZ:
```
12
Properties=species:S:1:pos:R:3:mulliken_charge:R:1
C -0.404 0.144 -1.156 0.001
C 1.755 -0.015 -0.006 -0.597
C -1.721 -0.026 0.842 -0.181
N 0.353 0.047 0.076 0.621
N -0.354 -0.107 1.101 -0.408
N -1.643 0.110 -0.916 -0.378
H 0.053 0.109 -2.061 0.392
H 2.341 0.530 0.684 0.339
H 1.933 0.248 -1.045 0.234
H 2.180 -1.077 0.210 0.341
H -2.175 0.942 1.316 0.320
H -2.317 -0.906 0.956 0.317
```

## Properties
E_LUMO (eV): -6.71
Total charge: +1
Multiplicity: 1
Orbital gap (eV): 9.446


The most stable of them is ii.


--- i ---
This record from OMol25 describes a structure of composition BrClH2N2. The level of theory is wB97M-V/def2-TZVPD.

Geometry as XYZ:
```
6
Properties=species:S:1:pos:R:3:mulliken_charge:R:1
N 0.246 0.075 0.782 -0.579
N 2.917 2.214 -0.467 -0.143
Cl 1.321 1.633 -0.196 0.111
Br 3.896 1.200 -1.619 0.055
H 0.419 0.280 1.774 0.273
H 0.922 -0.656 0.503 0.282
```

## Properties
E_LUMO (alpha / beta) (eV): -1.06 / -1.33
Total charge: 0
Multiplicity: 1
Orbital gap (alpha / beta) (eV): 8.637 / 8.023


--- ii ---
This record from OMol25 describes a structure of composition BrClH2N2. The level of theory is wB97M-V/def2-TZVPD.

Geometry as XYZ:
```
6
Properties=species:S:1:pos:R:3:mulliken_charge:R:1
N 0.430 -0.437 -0.480 -0.248
N -0.504 0.481 -0.356 -0.120
Cl 0.044 1.666 1.570 -0.334
Br -1.976 -0.355 0.046 0.151
H 0.760 -1.124 0.293 0.310
H 1.245 -0.232 -1.073 0.239
```

## Properties
E_LUMO (alpha / beta) (eV): -1.84 / -1.79
Total charge: 0
Multiplicity: 1
Orbital gap (alpha / beta) (eV): 7.793 / 7.915


The most stable of them is ii.


--- i ---
This record from OMol25 describes an isolated molecule of C5H13NO3. The level of theory is wB97M-V/def2-TZVPD.

Geometry as XYZ:
```
22
Properties=species:S:1:pos:R:3:mulliken_charge:R:1
C 0.497 -0.727 0.969 0.250
C -0.360 -0.440 2.174 -1.345
C 0.126 -1.954 0.174 -1.388
H 1.549 -0.762 1.263 0.396
H -1.321 0.208 -0.129 0.003
H 0.721 -2.026 -0.731 0.394
H -0.073 -1.122 2.980 0.432
H -1.420 -0.574 1.970 0.325
H -0.180 0.579 2.508 0.381
H 0.334 -2.831 0.792 0.414
H -0.927 -1.970 -0.080 0.309
C -0.622 0.453 -2.185 -1.193
N 0.673 0.696 0.024 0.675
C -0.688 0.904 -0.736 0.539
O 1.753 0.603 -0.903 -0.463
O 0.835 1.757 0.793 -0.799
O -1.000 2.197 -0.571 -0.714
H 2.139 1.493 -0.906 0.390
H -0.174 2.460 0.212 0.427
H -0.284 -0.579 -2.279 0.315
H 0.043 1.102 -2.742 0.296
H -1.623 0.534 -2.597 0.355
```

## Properties
E_LUMO (eV): 0.81
Total charge: 0
Multiplicity: 1
Orbital gap (eV): 10.228


--- ii ---
This record from OMol25 describes a structure of composition C5H13NO3. The level of theory is wB97M-V/def2-TZVPD.

Geometry as XYZ:
```
22
Properties=species:S:1:pos:R:3:mulliken_charge:R:1
C -4.240 1.957 1.059 -0.522
H -3.824 1.528 1.983 0.323
H -4.832 1.596 0.206 0.287
H -5.047 2.543 1.515 0.281
O -2.760 0.106 -0.026 -0.720
H -3.465 -0.415 -0.419 0.289
O -1.251 3.102 1.380 -0.554
C -2.018 3.310 0.447 0.479
O -3.300 3.421 0.640 -0.534
N -1.765 2.710 -0.834 -0.363
C -0.935 3.448 -1.816 0.424
C 0.511 3.551 -1.348 -1.315
C -1.035 2.755 -3.168 -1.449
H -2.626 2.463 -1.321 0.433
H -1.366 4.456 -1.893 0.234
H 0.592 4.202 -0.468 0.353
H 0.923 2.553 -1.139 0.330
H 1.125 4.017 -2.131 0.407
H -2.080 2.695 -3.503 0.393
H -0.477 3.325 -3.921 0.409
H -0.641 1.729 -3.104 0.326
H -2.103 0.921 -0.718 0.489
```

## Properties
E_LUMO (eV): -0.11
Total charge: 0
Multiplicity: 1
Orbital gap (eV): 9.677


The most stable of them is i.


--- i ---
This record from OMol25 describes a cluster of 4 separate species, C5H13NO3 in total. The level of theory is wB97M-V/def2-TZVPD.

Geometry as XYZ:
```
22
Properties=species:S:1:pos:R:3:mulliken_charge:R:1
C 0.219 1.820 -0.324 -0.415
C -0.551 1.634 -1.617 -0.997
N 1.112 1.301 2.036 0.292
O 0.457 0.509 2.680 -0.432
O 2.416 0.755 1.801 -0.369
H 2.904 1.474 1.375 0.375
H -0.461 -0.755 2.020 0.405
H -0.373 2.401 0.376 0.374
H 1.139 2.381 -0.466 0.246
H 0.121 1.390 -2.441 0.300
H -1.112 2.533 -1.886 0.363
H -1.240 0.789 -1.516 0.171
C -1.482 -2.373 -0.605 -1.212
C 0.662 -1.089 -0.093 -1.198
C -0.575 -1.600 0.291 0.991
O -1.111 -1.266 1.450 -0.510
H 1.033 -1.411 -1.056 0.335
H 0.535 0.402 -0.155 -0.116
H -1.692 -1.812 -1.516 0.282
H -1.020 -3.320 -0.891 0.315
H -2.429 -2.594 -0.119 0.358
H 1.448 -1.168 0.656 0.443
```

## Properties
E_LUMO (alpha / beta) (eV): -0.34 / -0.34
Total charge: 0
Multiplicity: 1
Orbital gap (alpha / beta) (eV): 7.070 / 7.069


--- ii ---
This record from OMol25 describes a cluster of 2 separate species, C5H13NO3 in total. The level of theory is wB97M-V/def2-TZVPD.

Geometry as XYZ:
```
22
Properties=species:S:1:pos:R:3:mulliken_charge:R:1
C 2.185 -0.743 -0.495 -0.292
C 2.248 -2.061 0.261 -0.941
O 1.603 0.364 0.264 -0.477
H 2.054 0.417 1.117 0.268
H 3.192 -0.425 -0.794 0.352
H 1.562 -0.834 -1.385 0.264
H 2.817 -2.785 -0.320 0.362
H 2.735 -1.927 1.226 0.297
H 1.242 -2.455 0.423 0.192
C -2.191 0.835 -1.413 -0.996
C -1.517 2.078 0.597 -1.013
N -1.485 0.850 -0.161 0.119
C -0.916 -0.288 0.304 0.809
O -0.678 -0.253 1.651 -0.538
O -0.871 -1.336 -0.317 -0.669
H -0.314 -1.115 1.902 0.369
H -1.652 1.461 -2.143 0.301
H -0.796 2.018 1.412 0.306
H -1.259 2.916 -0.065 0.340
H -2.235 -0.188 -1.790 0.299
H -3.212 1.224 -1.291 0.321
H -2.512 2.246 1.017 0.325
```

## Properties
E_LUMO (eV): 0.82
Total charge: 0
Multiplicity: 1
Orbital gap (eV): 9.910


The most stable of them is ii.


--- i ---
This record from OMol25 describes an isolated molecule of C10H18Si. The level of theory is wB97M-V/def2-TZVPD.

Geometry as XYZ:
```
29
Properties=species:S:1:pos:R:3:mulliken_charge:R:1
C 1.549 -0.435 -0.104 -0.408
C 0.310 -0.029 -0.203 0.129
C 1.003 -2.008 1.680 -0.736
C -0.540 -1.902 1.563 -0.653
C 0.440 -2.497 -0.634 -0.608
C 1.561 -1.922 0.230 -0.154
C -0.652 -1.621 -0.006 -0.286
C -1.705 1.910 0.864 -0.866
C -1.054 1.520 -2.311 -1.102
C 0.862 3.107 -0.506 -1.022
Si -0.404 1.634 -0.527 0.232
H 2.353 0.365 0.046 0.248
H 1.508 -1.289 2.416 0.329
H 1.297 -3.021 2.099 0.296
H -1.016 -2.824 1.832 0.405
H -0.986 -1.115 2.262 0.227
H 0.596 -2.251 -1.746 0.271
H 0.156 -3.564 -0.482 0.343
H 2.475 -2.463 -0.023 0.471
H -1.794 -1.561 -0.247 0.291
H -1.153 1.722 1.877 0.243
H -2.205 2.927 0.973 0.316
H -2.304 0.960 0.779 0.235
H -2.190 1.753 -2.435 0.299
H -0.482 2.103 -3.053 0.354
H -0.978 0.476 -2.679 0.315
H 1.779 2.636 -0.874 0.317
H 0.440 3.831 -1.335 0.265
H 1.132 3.559 0.545 0.250
```

## Properties
E_LUMO (eV): 0.86
Total charge: 0
Multiplicity: 1
Orbital gap (eV): 9.952


--- ii ---
This record from OMol25 describes an isolated molecule of C10H18Si. The level of theory is wB97M-V/def2-TZVPD.

Geometry as XYZ:
```
29
Properties=species:S:1:pos:R:3:mulliken_charge:R:1
C 2.224 1.211 0.175 -0.515
C 1.643 -0.145 -0.146 0.429
C 3.563 1.126 0.197 -0.628
C 2.923 -0.936 -0.355 -0.609
C 4.013 -0.192 -0.091 -0.263
C -1.917 0.239 -1.518 -2.209
C -2.883 0.101 0.814 -2.065
C -1.363 1.839 0.315 -1.570
C -0.374 -2.428 0.144 -1.538
C -1.571 0.342 -0.047 1.664
Si -0.100 -0.653 0.735 0.695
H 1.511 1.923 0.337 0.319
H 1.345 0.030 -1.241 0.205
H 4.274 2.024 0.492 0.239
H 2.791 -2.031 -0.678 0.273
H 5.063 -0.615 -0.143 0.356
H -1.819 -0.753 -1.846 0.486
H -2.891 0.412 -1.775 0.540
H -1.336 0.840 -2.053 0.596
H -3.727 0.720 0.682 0.449
H -2.741 0.045 1.927 0.428
H -3.211 -0.863 0.698 0.572
H -2.045 2.381 -0.326 0.442
H -1.699 2.102 1.294 0.398
H -0.258 2.222 0.327 0.194
H 0.197 -3.091 0.738 0.411
H -1.333 -2.580 0.046 0.537
H -0.038 -2.645 -0.814 0.411
H -0.240 -0.625 2.114 -0.249
```

## Properties
E_LUMO (eV): 0.78
Total charge: 0
Multiplicity: 1
Orbital gap (eV): 9.178


The most stable of them is i.